Below is C21H23BrLiN3Si as an isolated structure, with properties calculated with wB97M-V/def2-TZVPD.

Calculated values
HOMO energy = -6.22 eV
Total energy = -104748.3496 eV
LUMO energy = -1.39 eV
Orbital gap = 4.83 eV
Total charge = 0

Structure (XYZ):
```
50
C21H23BrLiN3Si wB97M-V/def2-TZVPD
Li -0.0728 -0.5144 -0.3468
Br 6.1536 1.5344 3.3776
C 4.8170 0.6184 2.3958
C 4.7166 -0.7594 2.5200
C 3.7281 -1.4348 1.8308
C 2.8330 -0.7441 1.0053
C 2.9661 0.6408 0.8929
C 3.9478 1.3256 1.5831
N 1.7756 -1.3387 0.2978
C 1.7236 -2.5935 0.0809
C 0.6172 -3.2030 -0.6466
C 0.5990 -4.5790 -0.8640
C -0.4504 -5.1371 -1.5717
C -1.4488 -4.3029 -2.0489
C -1.3561 -2.9428 -1.7864
N -0.3578 -2.4018 -1.1022
H 5.3978 -1.2976 3.1639
H 3.6525 -2.5053 1.9684
H 2.2735 1.1803 0.2605
H 4.0222 2.4009 1.5024
H 2.5185 -3.2720 0.3923
H 1.4012 -5.1930 -0.4752
H -0.4889 -6.2036 -1.7480
H -2.2827 -4.6956 -2.6127
H -2.1170 -2.2570 -2.1406
C -3.4413 2.7478 -1.8264
Si -2.4611 1.1577 -1.4914
C -1.5920 0.7437 -3.1308
C -3.7831 -0.1607 -1.1392
N -1.2801 1.0217 -0.2687
C -0.9181 1.9028 0.7100
C -0.2985 1.4317 1.8950
C 0.1258 2.2876 2.8954
C -0.0535 3.6600 2.7803
C -0.6822 4.1527 1.6414
C -1.1076 3.3059 0.6356
H -4.1866 2.5563 -2.6025
H -2.8023 3.5610 -2.1776
H -3.9711 3.0945 -0.9363
H -2.3041 0.5994 -3.9492
H -0.9855 -0.1619 -3.0404
H -0.9211 1.5578 -3.4136
H -4.3984 -0.3664 -2.0218
H -4.4512 0.1749 -0.3429
H -3.3291 -1.0971 -0.8071
H -0.1867 0.3573 2.0185
H 0.5930 1.8882 3.7897
H 0.2817 4.3270 3.5639
H -0.8418 5.2207 1.5419
H -1.5739 3.7127 -0.2523
```